# C39H33AsBrF6N5O5SSeW

A molecular structure, C39H33AsBrF6N5O5SSeW in a non-equilibrium geometry (the ωB97M-V functional and the def2-TZVPD basis, the Open Molecules 2025 dataset).

```
! wB97M-V def2-TZVPD RIJCOSX def2/J DEFGRID3
* xyz 1 2
W -0.500 -0.010 1.052
Br -4.162 -2.642 0.599
Se 2.087 0.297 0.566
As -3.721 1.350 2.420
S 1.082 -0.288 -5.024
F -3.458 1.565 0.722
F -5.051 2.402 2.478
F -2.222 0.170 2.335
F -4.685 -0.036 2.082
F -2.566 2.596 2.715
F -3.740 0.967 4.088
O 2.223 -0.787 -4.310
O 0.029 -1.505 -0.222
O -2.125 -7.261 -0.136
O 0.860 -0.583 -6.406
O -1.997 -0.866 0.054
N -0.578 1.880 0.055
N 0.061 -1.173 2.774
N -0.283 -0.832 -4.247
N -1.556 -3.218 -0.314
N 0.082 1.380 2.467
C 0.026 0.957 3.787
C -0.646 -5.411 -0.558
C 0.991 5.002 2.207
C 0.099 -2.495 2.814
C 1.962 2.060 -3.954
C -0.218 -0.266 6.338
C 1.105 4.231 -4.587
C 3.103 -2.149 1.686
C -2.927 -5.098 0.135
C 0.066 -3.187 4.028
C -2.748 -3.733 0.074
C 2.886 -2.171 -0.708
C -1.234 -1.735 -0.679
C -0.151 1.710 4.926
C -0.082 -1.074 5.189
C 0.036 -0.455 3.934
C 0.185 3.602 -5.429
C 3.371 -3.470 -0.739
C -0.086 -1.334 -2.896
C 3.706 -4.120 0.444
C 0.334 2.683 2.071
C 1.144 5.731 -4.501
C 2.730 -1.508 0.509
C -0.078 4.240 0.201
C 0.925 3.709 2.768
C 3.581 -3.453 1.654
C -0.263 1.091 6.186
C -1.885 -5.956 -0.195
C -0.600 4.392 -1.099
C -1.072 2.054 -1.163
C -0.087 2.949 0.747
C 0.481 5.287 0.972
C -0.533 -4.056 -0.619
C 1.050 1.462 -4.806
C -0.049 -2.485 5.201
C 0.151 2.225 -5.543
C -1.419 -1.562 -2.199
C -1.093 3.306 -1.775
C 1.981 3.445 -3.848
H -1.946 -2.415 -2.631
H 1.903 6.069 -3.797
H 2.662 1.449 -3.399
H 1.371 6.168 -5.474
H -1.348 -7.783 -0.374
H 0.497 -0.590 -2.351
H -0.606 5.374 -1.554
H -0.402 1.724 7.053
H -3.877 -5.499 0.454
H 3.875 -3.940 2.576
H 1.338 3.546 3.751
H 2.705 3.917 -3.196
H -1.495 3.390 -2.774
H 3.517 -3.965 -1.692
H 0.209 -6.032 -0.788
H 2.653 -1.652 -1.628
H 0.513 -2.251 -2.889
H 0.110 -4.267 4.020
H -0.538 1.745 -6.226
H -1.465 1.184 -1.668
H -2.072 -0.701 -2.344
H -0.497 4.202 -6.019
H 3.025 -1.619 2.628
H -0.252 2.782 4.865
H 0.179 6.135 -4.189
H 0.166 -3.010 1.866
H 0.398 -3.569 -0.879
H -0.788 -1.432 -4.889
H -0.118 -3.006 6.147
H 0.512 6.289 0.567
H 4.098 -5.129 0.418
H 1.448 5.790 2.790
H -0.304 -0.729 7.311
*
```

Properties
E_tot: -10431.68170 Eh
Frontier orbital gap (alpha / beta): 6.022 / 5.992 eV
LUMO energy (alpha / beta): -3.90 / -3.98 eV

Charges computed using Löwdin, reported in e:
1. W 1.755
2. Br 1.017
3. Se 0.829
4. As 0.784
5. S 0.647
6. F -0.229
7. F -0.190
8. F -0.364
9. F -0.268
10. F -0.204
11. F -0.206
12. O -0.289
13. O -0.329
14. O 0.140
15. O -0.273
16. O -0.288
17. N -0.055
18. N -0.032
19. N -0.120
20. N 0.045
21. N -0.158
22. C -0.213
23. C 0.059
24. C -0.042
25. C -0.091
26. C -0.043
27. C -0.018
28. C -0.274
29. C -0.147
30. C -0.011
31. C -0.018
32. C -0.598
33. C -0.135
34. C -0.671
35. C 0.013
36. C -0.134
37. C -0.149
38. C -0.036
39. C -0.086
40. C -0.236
41. C -0.089
42. C -0.262
43. C -0.043
44. C -0.615
45. C -0.129
46. C 0.013
47. C -0.084
48. C -0.037
49. C -0.277
50. C 0.041
51. C -0.072
52. C -0.178
53. C -0.017
54. C -0.008
55. C -0.287
56. C 0.037
57. C -0.049
58. C -0.053
59. C -0.008
60. C -0.031
61. H 0.135
62. H 0.079
63. H 0.113
64. H 0.090
65. H 0.139
66. H 0.104
67. H 0.128
68. H 0.118
69. H 0.129
70. H 0.106
71. H 0.113
72. H 0.119
73. H 0.118
74. H 0.109
75. H 0.136
76. H 0.087
77. H 0.120
78. H 0.115
79. H 0.120
80. H 0.109
81. H 0.121
82. H 0.122
83. H 0.099
84. H 0.113
85. H 0.079
86. H 0.108
87. H 0.131
88. H 0.116
89. H 0.131
90. H 0.120
91. H 0.103
92. H 0.116
93. H 0.121